{"formula": "C15H45O17", "method": "the ωB97M-V functional and the def2-TZVPD basis", "symbols": ["O", "C", "O", "O", "H", "C", "O", "H", "H", "H", "H", "C", "O", "H", "H", "H", "H", "C", "C", "O", "O", "H", "H", "H", "H", "H", "H", "C", "C", "O", "O", "H", "H", "H", "H", "H", "H", "C", "C", "O", "O", "H", "H", "H", "H", "H", "H", "C", "C", "O", "O", "H", "H", "H", "H", "H", "H", "C", "C", "O", "O", "H", "H", "H", "H", "H", "H", "C", "C", "O", "O", "H", "H", "H", "H", "H", "H"], "positions_angstrom": [[-20.149, -16.542, -3.030], [-20.480, -17.129, -4.189], [-19.906, -16.831, -5.261], [-21.362, -17.991, -4.190], [-20.734, -17.132, -2.549], [-22.529, -18.424, -7.332], [-23.260, -18.853, -6.132], [-22.407, -19.342, -7.908], [-23.124, -17.792, -7.991], [-21.532, -18.031, -7.132], [-22.751, -18.670, -5.339], [-22.720, -14.196, -2.916], [-23.499, -13.757, -4.067], [-22.401, -15.217, -3.127], [-21.799, -13.632, -2.772], [-23.220, -13.991, -1.969], [-23.327, -14.316, -4.829], [-22.535, -18.269, -0.863], [-23.752, -18.696, 0.023], [-24.572, -17.523, 0.192], [-21.443, -17.668, -0.182], [-22.836, -17.611, -1.679], [-22.183, -19.110, -1.460], [-23.523, -19.016, 1.040], [-24.246, -19.529, -0.477], [-24.861, -17.191, -0.661], [-21.789, -16.792, 0.006], [-16.722, -18.063, -7.018], [-16.849, -16.580, -7.420], [-17.265, -15.730, -6.382], [-18.034, -18.648, -6.872], [-16.178, -18.123, -6.075], [-16.172, -18.682, -7.727], [-17.594, -16.426, -8.201], [-15.876, -16.182, -7.706], [-18.131, -16.046, -6.115], [-18.372, -18.452, -5.995], [-20.258, -21.084, -5.777], [-19.236, -22.098, -6.181], [-19.372, -23.281, -5.437], [-19.960, -20.503, -4.561], [-21.242, -21.542, -5.683], [-20.288, -20.304, -6.537], [-18.185, -21.808, -6.160], [-19.451, -22.313, -7.228], [-18.674, -23.853, -5.764], [-20.655, -19.859, -4.410], [-21.095, -15.345, -8.406], [-21.440, -14.474, -7.172], [-22.146, -15.260, -6.206], [-19.970, -16.118, -8.154], [-21.147, -14.712, -9.291], [-21.987, -15.953, -8.557], [-21.891, -13.542, -7.511], [-20.561, -14.140, -6.621], [-21.553, -15.972, -5.956], [-20.181, -16.593, -7.347], [-18.255, -19.187, 0.962], [-17.938, -18.232, -0.195], [-17.161, -18.946, -1.176], [-19.442, -19.904, 0.623], [-18.317, -18.595, 1.875], [-17.431, -19.894, 1.062], [-17.247, -17.485, 0.197], [-18.738, -17.762, -0.768], [-17.763, -19.388, -1.779], [-20.136, -19.255, 0.483], [-17.510, -14.651, -2.293], [-16.482, -15.713, -2.902], [-15.682, -15.071, -3.993], [-18.478, -14.201, -3.242], [-17.023, -13.765, -1.884], [-17.982, -15.154, -1.449], [-17.112, -16.408, -3.457], [-15.978, -16.296, -2.132], [-16.221, -15.101, -4.787], [-19.094, -14.918, -3.414]], "mulliken_spin": [-0.01, 0.00, 0.02, 0.00, 0.00, 0.00, 0.00, 0.00, 0.00, 0.00, 0.00, 0.00, 0.00, 0.00, 0.00, 0.00, 0.00, 0.00, 0.00, 0.00, 0.00, 0.00, 0.00, 0.00, 0.00, 0.00, 0.00, 0.00, 0.00, 0.01, 0.00, 0.00, 0.00, 0.00, 0.00, 0.00, 0.00, 0.00, 0.00, 0.00, 0.00, 0.00, 0.00, 0.00, 0.00, 0.00, 0.00, 0.00, 0.00, 0.00, 0.00, 0.00, 0.00, 0.00, 0.00, 0.00, 0.00, 0.00, 0.00, 0.00, 0.00, 0.00, 0.00, 0.00, 0.00, 0.00, 0.00, 0.15, 0.12, 0.44, 0.27, -0.01, 0.01, -0.01, 0.01, -0.01, -0.01], "gap_ha": [0.3383, 0.1045], "total_charge": 0, "lumo_ev": [-0.20, -6.56], "e_above_lowest_kcal_mol": 15.26, "s_squared": 0.7562, "multiplicity": 2}

{"formula": "C15H45O8Y", "method": "the ωB97M-V functional and the def2-TZVPD basis", "symbols": ["Y", "C", "O", "H", "H", "H", "C", "C", "O", "H", "H", "H", "H", "H", "H", "C", "C", "O", "H", "H", "H", "H", "H", "H", "C", "C", "O", "H", "H", "H", "H", "H", "H", "C", "C", "O", "H", "H", "H", "H", "H", "H", "C", "C", "O", "H", "H", "H", "H", "H", "H", "C", "C", "O", "H", "H", "H", "H", "H", "H", "C", "C", "O", "H", "H", "H", "H", "H", "H"], "positions_angstrom": [[-1.605, 1.787, 1.004], [0.080, -0.997, -0.435], [-0.144, 0.393, -0.239], [0.917, -1.219, 0.228], [-0.721, -1.659, -0.107], [0.327, -1.327, -1.444], [-2.683, -4.587, 0.080], [-2.771, -3.735, -1.195], [-3.918, -3.964, -1.914], [-2.663, -5.639, -0.203], [-3.513, -4.533, 0.785], [-1.814, -4.383, 0.705], [-1.950, -4.140, -1.786], [-2.616, -2.659, -1.121], [-4.494, -3.197, -1.930], [-0.998, -1.531, 4.351], [-1.065, -1.075, 2.834], [-1.533, 0.253, 2.828], [-1.862, -1.129, 4.880], [-0.123, -1.113, 4.848], [-0.660, -2.557, 4.501], [-1.829, -1.731, 2.417], [-0.123, -1.162, 2.293], [-2.285, 0.205, 3.422], [-2.015, -0.723, -5.644], [-1.977, -0.542, -4.124], [-2.800, 0.538, -3.887], [-3.076, -0.781, -5.886], [-1.463, -1.638, -5.858], [-1.544, 0.058, -6.241], [-0.982, -0.403, -3.701], [-2.317, -1.493, -3.712], [-3.687, 0.178, -3.961], [2.652, -2.378, 2.962], [2.413, -3.625, 2.226], [3.237, -4.630, 2.668], [3.717, -2.202, 3.115], [2.079, -2.459, 3.886], [2.221, -1.591, 2.342], [2.498, -3.508, 1.145], [1.375, -3.887, 2.432], [3.202, -4.781, 3.615], [0.651, 2.220, -3.236], [2.013, 1.753, -2.732], [2.017, 1.800, -1.286], [0.561, 2.001, -4.300], [0.507, 3.298, -3.168], [-0.202, 1.772, -2.726], [2.869, 2.307, -3.117], [2.110, 0.684, -2.923], [1.330, 1.200, -0.986], [2.675, 2.980, 1.988], [1.657, 1.885, 2.381], [0.368, 2.449, 2.372], [3.726, 2.730, 2.130], [2.605, 3.753, 2.753], [2.592, 3.466, 1.016], [1.840, 1.707, 3.441], [1.749, 0.909, 1.903], [0.493, 3.269, 2.856], [0.990, 5.363, -0.768], [0.092, 4.773, 0.284], [-0.198, 3.428, -0.115], [1.148, 4.726, -1.638], [2.006, 5.429, -0.379], [0.676, 6.393, -0.939], [-0.842, 5.334, 0.316], [0.502, 4.811, 1.294], [0.576, 3.127, -0.596]], "mulliken_charge": [1.53, -0.80, 0.03, 0.29, 0.13, 0.30, -1.06, 0.18, -0.55, 0.33, 0.33, 0.18, 0.19, 0.09, 0.32, -1.39, 0.34, -0.43, 0.40, 0.40, 0.40, 0.22, -0.11, 0.32, -1.09, 0.19, -0.54, 0.30, 0.36, 0.29, 0.13, 0.00, 0.38, -0.43, -0.18, -0.56, 0.37, 0.27, -0.24, 0.29, 0.17, 0.32, -0.73, -0.25, -0.44, 0.40, 0.21, 0.09, 0.31, 0.35, 0.02, -1.30, 0.13, -0.40, 0.40, 0.49, 0.15, 0.37, 0.03, 0.29, -0.92, -0.23, -0.04, 0.03, 0.36, 0.38, 0.46, 0.16, 0.03], "gap_ha": 0.2031, "total_charge": 2, "lumo_ev": -8.79, "e_above_lowest_kcal_mol": 22.67}

{"formula": "C15H47BF4O8", "method": "the ωB97M-V functional and the def2-TZVPD basis", "symbols": ["O", "H", "H", "H", "B", "F", "F", "F", "F", "C", "O", "H", "H", "H", "H", "C", "O", "H", "H", "H", "H", "C", "O", "H", "H", "H", "H", "C", "C", "C", "O", "H", "H", "H", "H", "H", "H", "H", "H", "C", "C", "C", "O", "H", "H", "H", "H", "H", "H", "H", "H", "C", "C", "C", "O", "H", "H", "H", "H", "H", "H", "H", "H", "C", "C", "C", "O", "H", "H", "H", "H", "H", "H", "H", "H"], "positions_angstrom": [[-62.513, 33.516, 9.342], [-61.738, 33.813, 9.795], [-63.027, 34.152, 9.131], [-62.083, 33.038, 8.740], [-58.949, 31.886, 8.582], [-59.414, 30.659, 9.137], [-58.018, 31.537, 7.522], [-60.117, 32.511, 8.059], [-58.409, 32.718, 9.567], [-58.971, 27.501, 7.722], [-60.122, 28.146, 7.495], [-59.160, 26.528, 8.315], [-58.408, 28.024, 8.271], [-58.358, 27.111, 6.847], [-60.022, 28.956, 7.923], [-57.641, 35.563, 7.616], [-56.863, 34.656, 8.371], [-57.885, 35.371, 6.555], [-57.594, 36.664, 7.891], [-58.771, 35.500, 8.100], [-57.160, 33.826, 8.424], [-61.323, 31.094, 12.146], [-61.396, 32.326, 12.530], [-61.529, 30.376, 12.988], [-60.226, 30.984, 11.778], [-61.978, 30.858, 11.395], [-61.150, 32.505, 13.513], [-63.115, 30.229, 7.852], [-62.899, 31.011, 6.613], [-63.890, 30.628, 5.608], [-63.034, 32.366, 6.819], [-62.408, 30.601, 8.558], [-63.105, 29.186, 7.855], [-63.996, 30.682, 8.192], [-61.771, 30.677, 6.431], [-63.778, 31.251, 4.695], [-65.037, 30.655, 5.787], [-63.909, 29.539, 5.416], [-62.787, 32.923, 6.179], [-59.028, 36.200, 11.727], [-60.220, 35.206, 11.645], [-61.591, 35.851, 11.822], [-60.214, 34.441, 10.413], [-59.001, 36.596, 12.723], [-59.122, 37.099, 11.107], [-58.135, 35.724, 11.419], [-59.919, 34.704, 12.436], [-62.255, 36.417, 11.181], [-61.344, 36.718, 12.585], [-62.350, 35.250, 12.162], [-59.418, 34.098, 10.172], [-57.845, 32.060, 13.160], [-56.923, 31.675, 11.965], [-55.479, 31.379, 12.425], [-57.454, 30.501, 11.416], [-57.920, 31.266, 13.882], [-58.763, 32.440, 12.990], [-57.293, 33.051, 13.506], [-56.870, 32.580, 11.238], [-55.490, 30.401, 12.850], [-55.128, 32.238, 13.173], [-54.870, 31.444, 11.592], [-58.053, 30.805, 10.610], [-59.704, 31.897, 3.098], [-59.411, 31.407, 4.409], [-59.252, 29.853, 4.352], [-58.321, 32.108, 4.854], [-59.827, 33.071, 3.150], [-60.693, 31.640, 2.619], [-59.025, 31.244, 2.323], [-60.169, 31.697, 5.159], [-60.292, 29.345, 3.983], [-58.866, 29.478, 5.309], [-58.550, 29.585, 3.598], [-57.912, 31.731, 5.616]], "mulliken_charge": [-0.10, 0.46, 0.31, 0.20, 0.74, -0.46, -0.30, -0.34, -0.17, -0.84, -0.46, 0.26, 0.41, 0.24, 0.25, -0.31, -0.57, 0.29, 0.32, -0.11, 0.33, -0.48, -0.48, 0.33, 0.15, 0.20, 0.31, -1.77, 1.91, -1.51, -0.54, 0.10, 0.53, 0.52, -0.60, 0.35, 0.28, 0.37, 0.30, -1.80, 0.96, -1.56, -0.25, 0.49, 0.34, 0.44, 0.16, 0.38, 0.26, 0.55, 0.01, -0.71, 1.44, -1.51, -0.63, 0.27, -0.28, 0.32, -0.28, 0.38, 0.26, 0.45, 0.08, -1.30, 1.47, -1.24, -0.63, 0.30, 0.33, 0.24, -0.33, 0.24, 0.08, 0.59, 0.35], "gap_ha": 0.3237, "total_charge": 0, "lumo_ev": -0.50, "e_above_lowest_kcal_mol": 11.12}